232
Properties=species:S:1:pos:R:3 method="wB97M-V/def2-TZVPD" total_energy_ev=-121451.1397 total_charge=0 multiplicity=1 gap_ev=8.748 smiles=COCCNCCOC.COCCNCCOC.COCCNCCOC.COCCNCCOC.COCCNCCOC.COCCNCCOC.COCCNCCOC.COCCNCCOC.OCCO.OCCO.OCCO.OCCO homo_energy_ev=-8.41 de_lowest_ev=3.508
C 0.7968 3.0230 -8.4262
O 0.0877 3.0928 -7.1953
C 0.4257 4.3908 -6.6181
C -0.5801 4.7549 -5.5769
N -1.0188 3.5141 -4.9210
C -2.0262 3.9289 -3.9532
C -2.9178 2.7038 -3.5732
O -3.2939 2.1227 -4.8246
C -4.5300 1.4295 -4.6760
H 1.0854 1.9813 -8.5660
H 1.6726 3.6522 -8.5847
H 0.1033 3.1501 -9.2574
H 0.4159 5.2218 -7.3234
H 1.4417 4.2569 -6.2468
H -1.4494 5.2606 -5.9972
H -0.0804 5.4014 -4.8556
H -0.2712 3.4270 -4.2474
H -2.7188 4.6172 -4.4376
H -1.6389 4.4104 -3.0552
H -3.7317 3.0819 -2.9546
H -2.3224 1.9847 -3.0106
H -5.3049 2.0276 -4.1967
H -4.4484 0.5007 -4.1114
H -4.8965 1.1760 -5.6708
C -3.0048 -8.8328 2.1850
O -3.2442 -7.4906 1.7950
C -4.2564 -6.8081 2.5531
C -4.1351 -5.2909 2.3599
N -3.0581 -4.6103 3.0917
C -1.6863 -4.9830 2.7467
C -0.5204 -4.4184 3.5895
O -0.5726 -4.9876 4.8820
C 0.2853 -4.4159 5.8894
H -3.8549 -9.3513 2.6284
H -2.2073 -8.8667 2.9274
H -2.5577 -9.4649 1.4177
H -4.0627 -6.9913 3.6100
H -5.2389 -7.2020 2.2930
H -5.0874 -4.9346 2.7528
H -4.0776 -5.0643 1.2953
H -3.0009 -4.8516 4.0708
H -1.6148 -4.6935 1.6982
H -1.5437 -6.0635 2.7547
H -0.7538 -3.3547 3.6358
H 0.4456 -4.5204 3.0951
H 0.0792 -5.0729 6.7345
H -0.0100 -3.4018 6.1585
H 1.2862 -4.3426 5.4641
C 0.0594 -0.7851 6.3156
O -0.5032 0.4493 5.9461
C -0.0540 1.5566 6.7618
C -1.0631 2.6343 6.3689
N -0.8538 3.1636 5.0379
C 0.2957 4.0982 4.9309
C 0.2293 4.8371 3.5223
O 1.4591 5.5923 3.3271
C 1.4755 6.1645 2.0402
H 0.3379 -1.3242 5.4100
H -0.6768 -1.2971 6.9351
H 0.9631 -0.6594 6.9120
H 1.0100 1.7539 6.6314
H -0.2379 1.3056 7.8064
H -1.1235 3.4772 7.0574
H -2.0350 2.1433 6.4168
H -0.5474 2.2927 4.6285
H 1.2207 3.5229 4.9699
H 0.2576 4.9277 5.6369
H -0.6292 5.5001 3.6300
H 0.1204 4.1424 2.6895
H 1.7006 5.4190 1.2775
H 2.3055 6.8681 2.1044
H 0.5259 6.6372 1.7895
C 2.4531 -8.0475 -2.5339
O 1.2128 -7.6022 -2.0167
C 1.3482 -6.9779 -0.7442
C -0.0046 -6.6061 -0.2693
N -0.7065 -5.8569 -1.3006
C -2.1752 -5.9835 -1.1349
C -2.9329 -5.2547 -2.2622
O -2.7379 -5.9862 -3.4727
C -3.7859 -5.6397 -4.4200
H 2.9294 -8.7020 -1.8039
H 3.1271 -7.2566 -2.8630
H 2.3935 -8.8259 -3.2946
H 1.8690 -6.0283 -0.8669
H 1.8745 -7.5209 0.0408
H 0.0334 -5.9204 0.5771
H -0.5646 -7.5063 -0.0161
H -0.5743 -6.3317 -2.1822
H -2.4489 -5.6242 -0.1429
H -2.5242 -7.0155 -1.1710
H -2.6171 -4.2189 -2.3869
H -3.9599 -5.3212 -1.9031
H -4.7779 -5.8981 -4.0497
H -3.5955 -6.2093 -5.3296
H -3.7545 -4.5662 -4.6067
C 1.7336 3.4985 -2.1994
O 0.8232 4.5435 -2.6191
C 0.8861 5.6342 -1.6963
C 0.2443 6.8761 -2.4245
N 1.2471 7.3539 -3.3650
C 0.6815 8.3493 -4.2653
C 1.6687 8.4937 -5.4308
O 1.4918 7.3953 -6.3125
C 2.5194 7.4079 -7.3238
H 2.7175 3.8722 -2.4830
H 1.5473 2.5982 -2.7850
H 1.7338 3.4105 -1.1130
H 1.8970 5.8518 -1.3517
H 0.2525 5.3890 -0.8439
H -0.0148 7.6466 -1.6983
H -0.6497 6.5241 -2.9394
H 1.5037 6.5843 -3.9666
H 0.5336 9.3414 -3.8387
H -0.2630 8.0334 -4.7083
H 2.6709 8.4175 -5.0090
H 1.5122 9.4885 -5.8480
H 3.5282 7.5465 -6.9349
H 2.3353 8.2336 -8.0112
H 2.2620 6.4426 -7.7597
C 0.4295 -0.2294 -1.8527
O 0.6269 -1.0483 -0.7944
C 1.6323 -2.0597 -0.9566
C 1.5019 -2.9497 0.3430
N 1.9819 -2.3184 1.5347
C 3.4242 -2.4613 1.5144
C 3.9296 -1.9162 2.8219
O 5.3351 -1.7476 2.7903
C 6.1720 -2.9166 2.9285
H 1.3357 0.2691 -2.1967
H -0.3077 0.5478 -1.6514
H -0.0393 -0.8274 -2.6343
H 2.6354 -1.6607 -1.1073
H 1.3449 -2.7040 -1.7874
H 1.9679 -3.9237 0.1938
H 0.4781 -3.2860 0.5064
H 1.7508 -1.3430 1.4111
H 3.9365 -1.8517 0.7701
H 3.7744 -3.4934 1.4956
H 3.5799 -2.5476 3.6387
H 3.4064 -0.9722 2.9743
H 7.2435 -2.7250 2.9845
H 6.0278 -3.5362 2.0434
H 5.9257 -3.4755 3.8313
C 4.6743 0.8791 -2.6991
O 5.6971 1.1091 -1.7764
C 5.7243 0.0544 -0.7832
C 6.9432 0.4050 0.2022
N 6.5834 0.7671 1.5930
C 7.7247 0.9847 2.4803
C 7.1379 1.3058 3.9229
O 8.1338 1.7114 4.8724
C 7.6329 1.8601 6.1658
H 4.7538 1.6620 -3.4534
H 3.7093 0.8708 -2.1923
H 4.7543 -0.0990 -3.1735
H 5.9363 -0.8597 -1.3378
H 4.7942 0.0740 -0.2152
H 7.4161 1.3214 -0.1510
H 7.7213 -0.3554 0.2691
H 6.0489 -0.0220 1.9270
H 8.3497 1.8116 2.1431
H 8.3561 0.1146 2.6603
H 6.6074 0.3874 4.1744
H 6.4338 2.1232 3.7678
H 8.3803 1.9996 6.9468
H 6.9514 1.0688 6.4780
H 7.0468 2.7662 6.3198
C -4.4778 -1.5021 -1.6217
O -3.8304 -0.9853 -0.4549
C -3.0330 -2.0598 0.1504
C -2.2790 -1.5780 1.4473
N -1.3922 -0.4224 1.2401
C -0.6819 -0.0306 2.4609
C 0.4671 0.9799 2.1425
O 1.5674 0.3820 1.5223
C 2.6231 1.2988 1.2695
H -3.8441 -2.0211 -2.3408
H -5.0532 -0.7188 -2.1152
H -5.3155 -2.1641 -1.4025
H -2.2677 -2.3571 -0.5666
H -3.6798 -2.8930 0.4251
H -1.7079 -2.4127 1.8537
H -3.0348 -1.4066 2.2137
H -0.6482 -0.8682 0.7227
H -0.2839 -0.9171 2.9546
H -1.4002 0.4209 3.1453
H 0.7929 1.4781 3.0556
H -0.0284 1.7211 1.5154
H 3.5127 0.6695 1.2411
H 2.7600 1.9829 2.1070
H 2.4961 1.8955 0.3663
O 5.1857 3.2199 1.1646
C 5.2834 3.7636 -0.1932
C 4.7150 5.1544 -0.3519
O 5.6396 6.0774 0.2398
H 5.6998 2.4095 1.1428
H 6.3234 3.7120 -0.5152
H 4.8044 3.1063 -0.9189
H 3.7619 5.2118 0.1738
H 4.5106 5.4919 -1.3679
H 5.8143 5.8300 1.1508
O -6.9884 -1.7010 4.4358
C -6.2921 -2.4433 3.4318
C -6.6470 -1.7171 2.0760
O -8.0150 -1.5114 1.8592
H -6.6884 -0.7900 4.3940
H -5.2041 -2.4347 3.4983
H -6.5645 -3.4973 3.3782
H -6.2942 -2.2247 1.1783
H -6.2445 -0.7043 2.0570
H -8.1622 -0.6083 2.1498
O -7.1883 -0.5792 -4.2766
C -6.7245 -1.9098 -4.4850
C -7.6384 -3.0229 -3.8975
O -7.5698 -2.9648 -2.4880
H -7.8152 -0.5727 -3.5495
H -6.6372 -1.9661 -5.5700
H -5.6857 -1.9829 -4.1630
H -7.2872 -4.0283 -4.1300
H -8.6635 -3.0193 -4.2680
H -8.2047 -2.2923 -2.2307
O -2.7087 1.6018 -0.2461
C -3.9048 2.2583 0.1849
C -3.9708 2.3289 1.7149
O -4.2725 1.0252 2.2138
H -2.7494 0.6897 0.0504
H -3.9891 3.2434 -0.2740
H -4.7462 1.7637 -0.3005
H -4.7417 3.0512 1.9834
H -3.0609 2.7230 2.1675
H -3.5335 0.5035 1.8924